The following is a quantum chemistry calculation of an isolated molecule of C12H11NO in a non-equilibrium geometry, from the OMol25 dataset.

Its charge is 0. The gap between HOMO and LUMO comes out at 10.105 eV. The LUMO energy comes out at 0.0253 hartree. The energy relative to the best compared isomer or geometry (same formula, charge and spin) comes out at 28.9 kJ/mol. The spin multiplicity is 1. The electronic energy is -593.85746 Ha. As for the structure (SMILES): O[C@H](c1ccccc1)c1ccncc1.

Last column: natural (NBO) charge in e.
Atoms and positions in Å:
C (-0.835, -0.884, 0.457)  0.042
C (0.384, -0.358, 1.215)  0.042
C (0.374, 0.981, 1.714)  -0.243
C (1.467, 1.481, 2.413)  -0.200
C (2.578, 0.641, 2.678)  -0.216
C (2.546, -0.676, 2.227)  -0.189
C (1.453, -1.164, 1.498)  -0.258
C (-0.858, -0.376, -0.970)  0.007
C (-1.972, 0.293, -1.426)  -0.264
C (-2.019, 0.730, -2.741)  0.047
C (0.062, -0.035, -3.142)  0.040
C (0.251, -0.492, -1.824)  -0.268
H (-1.908, -0.639, 2.055)  0.485
H (-0.718, -1.967, 0.367)  0.175
H (-0.464, 1.643, 1.536)  0.225
H (1.477, 2.549, 2.696)  0.219
H (3.412, 1.014, 3.192)  0.214
H (3.355, -1.383, 2.427)  0.213
H (1.476, -2.195, 1.203)  0.213
H (-2.819, 0.454, -0.781)  0.240
H (-2.906, 1.249, -3.109)  0.190
H (0.846, -0.235, -3.874)  0.188
H (1.218, -0.971, -1.582)  0.228
N (-1.028, 0.580, -3.611)  -0.424
O (-2.043, -0.553, 1.069)  -0.706

***

The following is a quantum chemistry calculation of a cluster of 2 separate species, C12H11NO2S2 in total in a non-equilibrium geometry, from the OMol25 dataset.

Its charge is 0. The gap between HOMO and LUMO comes out at 5.538 eV. The LUMO energy comes out at -0.0789 hartree. The energy relative to the best compared isomer or geometry (same formula, charge and spin) comes out at 60.3 kJ/mol. The spin multiplicity is 1. The electronic energy is -1465.41972 Ha.

Last column: natural (NBO) charge in e.
Atoms and positions in Å:
C (-3.427, 0.536, 1.537)  -0.216
C (-2.227, 1.241, 1.537)  -0.186
C (-1.040, 0.531, 1.536)  -0.151
C (-1.032, -0.857, 1.536)  -0.060
C (-2.212, -1.579, 1.536)  -0.220
C (-3.419, -0.889, 1.537)  -0.212
C (0.424, -1.289, 1.536)  0.633
O (0.786, -2.473, 1.536)  -0.640
N (1.201, -0.152, 1.537)  -0.755
C (0.414, 0.987, 1.537)  0.652
O (0.759, 2.161, 1.538)  -0.634
H (-4.387, 1.053, 1.538)  0.207
H (-2.232, 2.318, 1.538)  0.220
H (-2.203, -2.658, 1.536)  0.222
H (-4.373, -1.417, 1.537)  0.208
C (7.494, 1.085, 1.536)  -0.430
C (7.004, 0.326, 0.316)  -0.540
S (5.192, 0.138, 0.082)  0.525
C (4.368, 0.017, 1.537)  -0.457
S (5.193, 0.138, 2.991)  0.525
C (7.004, 0.326, 2.757)  -0.540
H (8.590, 0.998, 1.537)  0.241
H (7.216, 2.148, 1.536)  0.239
H (7.349, 0.820, -0.616)  0.261
H (7.409, -0.694, 0.324)  0.238
H (3.274, -0.106, 1.536)  0.370
H (7.409, -0.694, 2.749)  0.238
H (7.348, 0.821, 3.689)  0.261

***

The following is a quantum chemistry calculation of a structure of composition C12H12BF9N5O10OsS5 in a non-equilibrium geometry, from the OMol25 dataset.

Its charge is -1. The gap between HOMO and LUMO (spin up / spin down) comes out at 6.936 / 7.049 eV. The LUMO energy (spin up / spin down) comes out at 0.0522 / 0.0190 hartree. The energy relative to the best compared isomer or geometry (same formula, charge and spin) comes out at 163.4 kJ/mol. Its expectation value of S² is 6.0226. The spin multiplicity is 5. The electronic energy is -4496.04603 Ha.

Last column: natural (NBO) charge in e.
Atoms and positions in Å:
Os (0.508, 0.140, -0.490)  1.589
C (1.780, 3.962, 0.683)  -0.405
N (0.710, 3.415, 1.516)  -0.316
C (0.599, 3.551, 2.877)  -0.045
C (-0.590, 3.004, 3.227)  -0.028
N (-1.200, 2.535, 2.089)  -0.456
B (-2.711, 2.111, 2.064)  0.202
N (-3.009, 0.866, 1.159)  -0.476
C (-4.225, 0.723, 0.532)  -0.052
C (-4.321, -0.549, 0.080)  -0.072
N (-3.152, -1.180, 0.429)  -0.324
C (-2.832, -2.579, 0.177)  -0.417
C (-2.354, -0.301, 1.071)  0.258
S (-0.739, -0.627, 1.604)  -0.053
C (-0.383, 2.774, 1.064)  0.260
S (-0.623, 2.267, -0.579)  -0.043
H (2.506, 4.436, 1.335)  0.227
H (1.359, 4.680, -0.017)  0.199
H (2.277, 3.166, 0.141)  0.264
H (1.395, 3.961, 3.474)  0.238
H (-1.057, 2.910, 4.191)  0.232
H (-3.016, 1.847, 3.206)  -0.048
H (-3.354, 3.033, 1.604)  -0.053
H (-4.922, 1.541, 0.462)  0.231
H (-5.103, -1.049, -0.465)  0.224
H (-3.571, -2.980, -0.512)  0.206
H (-2.854, -3.141, 1.110)  0.209
H (-1.844, -2.663, -0.262)  0.279
F (0.386, -3.810, -3.423)  -0.317
C (1.571, -3.839, -2.805)  0.745
F (1.841, -5.093, -2.468)  -0.306
F (2.501, -3.410, -3.660)  -0.312
S (1.479, -2.768, -1.319)  2.217
O (1.527, -1.373, -1.899)  -0.991
O (0.182, -3.120, -0.801)  -0.950
N (2.771, -3.193, -0.598)  -1.175
S (3.169, -2.039, 0.580)  2.208
O (1.771, -1.519, 0.746)  -0.991
O (3.850, -2.779, 1.590)  -0.877
C (4.442, -1.212, -0.611)  0.812
F (5.558, -0.905, 0.033)  -0.302
F (3.934, -0.120, -1.176)  -0.314
F (4.781, -2.047, -1.585)  -0.307
F (-1.818, -1.273, -4.699)  -0.308
C (-2.273, -0.666, -3.603)  0.895
F (-3.051, -1.530, -2.938)  -0.320
F (-3.043, 0.364, -3.986)  -0.317
C (-1.108, -0.138, -2.745)  0.698
O (-0.330, 0.652, -3.236)  -0.582
O (-1.115, -0.574, -1.527)  -0.700
O (3.461, 2.149, 1.964)  -0.992
S (2.751, 0.907, 1.770)  2.603
O (1.769, 0.598, 2.769)  -0.971
O (1.996, 1.085, 0.358)  -0.966
O (3.724, -0.204, 1.500)  -1.007

***

The following is a quantum chemistry calculation of an isolated molecule of C12H12Cl3N3O2S, from the OMol25 dataset.

Its charge is 0. The gap between HOMO and LUMO comes out at 9.244 eV. The LUMO energy comes out at 0.0230 hartree. The energy relative to the best compared isomer or geometry (same formula, charge and spin) comes out at 0.0 kJ/mol. The spin multiplicity is 1. The electronic energy is -2557.95895 Ha. As for the structure (SMILES): C=CCNC(=S)NNC(=O)COc1c(Cl)cc(Cl)cc1Cl.

Last column: natural (NBO) charge in e.
Atoms and positions in Å:
C (-2.681, -4.947, -1.293)  -0.401
C (-1.465, -5.012, -1.800)  -0.182
C (-0.623, -3.837, -2.206)  -0.270
N (-1.333, -2.581, -2.209)  -0.582
C (-1.275, -1.701, -1.193)  0.283
S (-0.161, -1.776, 0.034)  -0.268
N (-2.236, -0.727, -1.186)  -0.442
N (-2.046, 0.371, -0.347)  -0.464
C (-2.214, 1.616, -0.843)  0.635
O (-2.740, 1.817, -1.920)  -0.634
C (-1.782, 2.735, 0.098)  -0.156
H (-1.374, 3.556, -0.502)  0.219
H (-2.674, 3.106, 0.616)  0.227
O (-0.917, 2.345, 1.139)  -0.498
C (0.281, 1.733, 0.934)  0.302
C (0.842, 1.187, 2.105)  -0.080
C (2.046, 0.516, 2.115)  -0.232
C (2.735, 0.368, 0.921)  -0.042
C (2.226, 0.897, -0.249)  -0.223
C (1.014, 1.575, -0.244)  -0.102
Cl (0.482, 2.182, -1.782)  0.028
H (2.760, 0.780, -1.179)  0.244
Cl (4.230, -0.476, 0.896)  0.028
H (2.429, 0.104, 3.034)  0.247
Cl (-0.039, 1.367, 3.568)  0.044
H (-1.461, 0.136, 0.453)  0.440
H (-2.680, -0.428, -2.053)  0.417
H (-2.113, -2.515, -2.848)  0.394
H (0.213, -3.734, -1.506)  0.258
H (-0.211, -4.008, -3.206)  0.209
H (-0.977, -5.966, -1.944)  0.205
H (-3.222, -5.833, -1.013)  0.206
H (-3.186, -4.010, -1.121)  0.192

***

The following is a quantum chemistry calculation of a structure of composition C12H12Cl6N3O4V in a non-equilibrium geometry, from the OMol25 dataset.

Its charge is +2. The gap between HOMO and LUMO (spin up / spin down) comes out at 5.169 / 3.687 eV. The LUMO energy (spin up / spin down) comes out at -0.3649 / -0.4193 hartree. Its expectation value of S² is 2.1085. The spin multiplicity is 3. The electronic energy is -4633.97449 Ha.

Last column: natural (NBO) charge in e.
Atoms and positions in Å:
O (-2.277, 2.638, -0.221)  -0.334
V (-1.371, 2.003, 0.965)  1.752
N (0.471, 0.597, -1.748)  0.695
O (1.371, 1.221, -2.401)  -0.003
O (0.121, -0.555, -1.993)  -0.198
O (-0.096, 1.275, -0.880)  -0.422
N (-2.254, 0.116, 0.580)  -0.546
C (-3.247, -0.155, -0.357)  0.095
C (-3.865, -1.406, -0.466)  -0.224
C (-3.453, -2.449, 0.316)  -0.066
C (-2.526, -2.217, 1.370)  -0.218
C (-1.939, -0.954, 1.377)  0.043
H (-3.516, 0.612, -1.068)  0.243
H (-4.640, -1.460, -1.216)  0.270
H (-3.943, -3.401, 0.176)  0.261
H (-2.191, -2.986, 2.050)  0.270
H (-1.141, -0.701, 2.060)  0.206
N (0.423, 1.220, 2.199)  -0.652
C (1.722, 1.510, 1.872)  0.066
C (2.788, 1.316, 2.711)  -0.234
C (2.578, 0.870, 4.035)  -0.047
C (1.258, 0.557, 4.395)  -0.229
C (0.243, 0.840, 3.523)  0.024
H (1.746, 1.820, 0.838)  0.211
H (3.809, 1.480, 2.402)  0.271
H (3.357, 0.778, 4.778)  0.263
H (1.102, 0.167, 5.391)  0.265
H (-0.734, 0.675, 3.953)  0.222
C (-1.697, -0.662, -4.808)  -0.281
Cl (-2.171, -0.563, -6.426)  0.123
Cl (-1.944, -2.419, -4.330)  -0.026
Cl (-2.687, 0.339, -3.717)  -0.031
H (-0.633, -0.457, -4.694)  0.227
C (4.982, 0.111, -2.096)  -0.274
Cl (5.696, 0.447, -0.503)  0.019
Cl (5.040, -1.644, -2.581)  0.008
Cl (5.697, 1.067, -3.383)  0.057
H (3.923, 0.370, -2.103)  0.196

***

The following is a quantum chemistry calculation of an isolated molecule of C12H12ClN5O3 in a non-equilibrium geometry, from the OMol25 dataset.

Its charge is 0. The gap between HOMO and LUMO comes out at 8.734 eV. The LUMO energy comes out at -0.0167 hartree. The energy relative to the best compared isomer or geometry (same formula, charge and spin) comes out at 1140.5 kJ/mol. The spin multiplicity is 1. The electronic energy is -1423.73159 Ha. As for the structure (SMILES): Nc1nonc1C(=O)NCCNC(=O)c1cccc(Cl)c1.

Last column: natural (NBO) charge in e.
Atoms and positions in Å:
N (3.219, -0.380, 2.480)  -0.833
C (2.691, 0.460, 1.395)  0.292
N (2.616, 1.702, 1.271)  -0.165
O (2.198, 2.043, 0.161)  -0.009
N (2.033, 1.059, -0.565)  -0.044
C (2.279, -0.115, 0.317)  -0.100
C (1.948, -1.527, 0.152)  0.710
O (2.339, -2.473, 0.557)  -0.518
N (1.265, -1.758, -1.275)  -0.731
H (0.913, -0.802, -1.673)  0.375
C (0.282, -3.071, -1.425)  -0.235
H (1.019, -3.897, -1.238)  0.232
H (0.151, -2.748, -2.444)  0.218
C (-0.930, -2.863, -0.424)  -0.239
N (-1.373, -1.474, -0.544)  -0.603
C (-1.069, -0.546, 0.546)  0.703
O (-0.349, -0.590, 1.480)  -0.583
C (-1.519, 0.876, 0.174)  -0.067
C (-1.841, 1.277, -1.373)  -0.211
C (-2.179, 2.536, -1.384)  -0.048
C (-2.159, 3.494, -0.490)  -0.212
C (-2.050, 2.926, 0.996)  -0.090
C (-1.720, 1.683, 1.115)  -0.255
H (-1.505, 1.345, 2.264)  0.240
H (-2.033, 3.686, 1.406)  0.170
H (-2.583, 4.568, -0.690)  0.253
Cl (-2.311, 3.268, -3.027)  -0.087
H (-1.715, 0.526, -2.187)  0.252
H (-2.011, -1.291, -1.112)  0.368
H (-1.637, -3.524, -0.591)  0.194
H (-0.523, -3.025, 0.517)  0.215
H (3.552, 0.031, 3.247)  0.388
H (3.002, -1.396, 2.365)  0.421

***

The following is a quantum chemistry calculation of a structure of composition C12H12Co2NO6 in a non-equilibrium geometry, from the OMol25 dataset.

Its charge is +1. The gap between HOMO and LUMO comes out at 3.853 eV. The LUMO energy comes out at -0.2692 hartree. The energy relative to the best compared isomer or geometry (same formula, charge and spin) comes out at 0.0 kJ/mol. The spin multiplicity is 1. The electronic energy is -3735.73786 Ha.

Last column: natural (NBO) charge in e.
Atoms and positions in Å:
C (4.824, -1.018, -3.204)  -0.606
C (3.301, -0.937, -3.226)  -0.401
C (2.765, 0.253, -2.427)  -0.209
N (1.334, 0.336, -2.548)  -0.825
H (5.153, -1.880, -3.798)  0.218
H (5.262, -0.108, -3.640)  0.207
H (5.205, -1.143, -2.179)  0.201
H (2.945, -0.820, -4.259)  0.212
H (2.883, -1.863, -2.807)  0.186
H (3.058, 0.165, -1.363)  0.147
H (3.174, 1.191, -2.834)  0.191
H (0.883, -0.509, -2.229)  0.343
H (0.961, 1.159, -2.092)  0.347
O (-5.815, -0.528, 3.758)  -0.348
C (-4.907, -0.305, 3.072)  0.584
Co (-3.644, 0.024, 1.918)  0.327
C (-3.706, 1.720, 1.471)  0.489
O (-3.860, 2.818, 1.133)  -0.389
C (-4.468, -0.621, 0.532)  0.543
O (-5.004, -1.068, -0.397)  -0.371
C (-1.917, -0.951, 1.602)  -0.659
C (-0.971, -0.226, 0.885)  -0.031
C (-0.421, 0.039, -0.315)  -0.497
Co (-1.068, 0.304, 2.583)  0.062
C (-0.858, 2.049, 2.192)  0.565
O (-0.685, 3.185, 2.051)  -0.397
C (-1.958, 0.400, 4.131)  0.514
O (-2.343, 0.432, 5.226)  -0.399
C (0.576, -0.062, 3.155)  0.667
O (1.632, -0.300, 3.555)  -0.376
H (-1.926, -2.047, 1.621)  0.257
H (0.262, 0.901, -0.370)  0.217
H (-0.665, -0.587, -1.195)  0.231

***

The following is a quantum chemistry calculation of an isolated molecule of C12H12F3NO3, from the OMol25 dataset.

Its charge is 0. The gap between HOMO and LUMO comes out at 10.192 eV. The LUMO energy comes out at 0.0235 hartree. The spin multiplicity is 1. The electronic energy is -1044.61446 Ha. As for the structure (SMILES): Cc1cccc([C@@H](CC(=O)O)NC(=O)C(F)(F)F)c1.

Last column: natural (NBO) charge in e.
Atoms and positions in Å:
C (1.968, -1.530, 3.675)  -0.628
C (1.371, -0.474, 2.798)  0.003
C (0.700, -0.827, 1.633)  -0.202
C (0.156, 0.136, 0.797)  -0.032
C (0.286, 1.479, 1.131)  -0.186
C (0.955, 1.841, 2.286)  -0.205
C (1.494, 0.872, 3.114)  -0.214
H (2.013, 1.165, 4.014)  0.212
H (1.055, 2.885, 2.543)  0.216
H (-0.139, 2.246, 0.500)  0.196
C (-0.572, -0.277, -0.457)  -0.066
N (0.028, 0.356, -1.619)  -0.596
C (0.030, -0.252, -2.811)  0.600
O (-0.327, -1.380, -3.039)  -0.581
C (0.648, 0.636, -3.926)  0.902
F (0.222, 0.306, -5.137)  -0.296
F (1.990, 0.525, -3.923)  -0.320
F (0.386, 1.942, -3.741)  -0.326
H (0.258, 1.336, -1.546)  0.419
C (-2.076, 0.075, -0.369)  -0.509
C (-2.722, -0.274, -1.691)  0.801
O (-2.743, 0.460, -2.644)  -0.599
O (-3.224, -1.503, -1.694)  -0.677
H (-3.537, -1.748, -2.580)  0.504
H (-2.530, -0.503, 0.434)  0.240
H (-2.196, 1.142, -0.183)  0.231
H (-0.479, -1.357, -0.616)  0.242
H (0.601, -1.871, 1.375)  0.211
H (2.943, -1.826, 3.287)  0.225
H (2.105, -1.163, 4.689)  0.218
H (1.336, -2.415, 3.701)  0.219